# 1
The molecule C6H5BO in a non-equilibrium geometry. Source: the Open Molecules 2025 dataset; level of theory: ωB97M-V/def2-TZVPD.

Each atom is followed by the atoms it is bonded to, with distances in Å.
Atoms and positions in Å:
1 B -1.05 -1.76 -0.65  C5 1.533, C7 1.497, O8 1.387
2 C 0.46 1.17 1.53  C3 1.348, C6 1.401, H9 1.165
3 C 0.07 -0.12 1.44  C2 1.348, C7 1.459, H10 1.048
4 C 0.76 2.80 -0.45  C6 1.185, H11 1.066
5 C 0.21 -1.02 -1.11  B1 1.533, C7 1.410, H12 1.066
6 C 0.60 2.00 0.41  C2 1.401, C4 1.185
7 C -0.25 -0.83 0.21  B1 1.497, C3 1.459, C5 1.410
8 O -2.01 -2.64 -1.11  B1 1.387, H13 1.055
9 H 0.86 1.66 2.51  C2 1.165
10 H -0.03 -0.83 2.21  C3 1.048
11 H 0.99 3.39 -1.30  C4 1.066
12 H 1.13 -0.82 -1.61  C5 1.066
13 H -1.74 -3.00 -2.06  O8 1.055

Output
- Strongest force on any atom: 3.80 eV/Å
- SMILES: C#C/C=C\C1=CB1O
- Gap between HOMO and LUMO: 9.2 eV
- LUMO level: 0.25 eV
- Relative energy (zero: lowest compared OMol25 entry of this formula, charge and spin): 0.00 kcal per mole
- E_tot: -9023.35179 eV
- Total charge: 0
- HOMO: -8.905 eV



# 2
The molecule C23H27N3O3. Source: the Open Molecules 2025 dataset; level of theory: ωB97M-V/def2-TZVPD.

Each atom is followed by the atoms it is bonded to, with distances in Å.
Atoms and positions in Å:
1 C 5.14 -4.51 2.02  C2 1.319, H55 1.077, H56 1.079
2 C 3.97 -4.44 2.63  C1 1.319, C3 1.496, H54 1.081
3 C 2.95 -5.54 2.64  C2 1.496, H4 1.092, C5 1.534, H53 1.092
4 H 2.73 -5.80 3.68  C3 1.092
5 C 1.65 -5.09 1.97  C3 1.534, C6 1.522, H51 1.092, H52 1.093
6 C 0.88 -4.11 2.84  C5 1.522, O7 1.215, N8 1.359
7 O 1.23 -3.83 3.97  C6 1.215
8 N -0.25 -3.58 2.31  C6 1.359, C9 1.442, C17 1.449
9 C -0.76 -3.77 0.97  N8 1.442, H10 1.098, C11 1.531, H50 1.088
10 H -1.81 -4.08 1.04  C9 1.098
11 C -0.67 -2.47 0.18  C9 1.531, H12 1.092, H13 1.091, C14 1.534
12 H 0.37 -2.16 0.09  C11 1.092
13 H -1.06 -2.61 -0.83  C11 1.091
14 C -1.45 -1.36 0.90  C11 1.534, C15 1.530, H21 1.101, O22 1.416
15 C -0.91 -1.23 2.33  C14 1.530, H16 1.091, C17 1.528, H20 1.090
16 H 0.13 -0.89 2.28  C15 1.091
17 C -0.98 -2.57 3.05  N8 1.449, C15 1.528, H18 1.096, H19 1.091
18 H -2.03 -2.89 3.15  C17 1.096
19 H -0.53 -2.50 4.04  C17 1.091
20 H -1.49 -0.48 2.87  C15 1.090
21 H -2.51 -1.63 0.95  C14 1.101
22 O -1.28 -0.11 0.27  C14 1.416, C23 1.362
23 C -1.98 0.20 -0.86  O22 1.362, C24 1.396, C28 1.391
24 C -1.69 1.44 -1.41  C23 1.396, C25 1.386, H49 1.080
25 C -2.33 1.87 -2.56  C24 1.386, C26 1.393, C32 1.494
26 C -3.27 1.05 -3.18  C25 1.393, C27 1.379, H31 1.078
27 C -3.57 -0.18 -2.62  C26 1.379, C28 1.386, H30 1.080
28 C -2.93 -0.61 -1.47  C23 1.391, C27 1.386, H29 1.079
29 H -3.19 -1.58 -1.07  C28 1.079
30 H -4.30 -0.82 -3.09  C27 1.080
31 H -3.75 1.39 -4.08  C26 1.078
32 C -2.03 3.19 -3.20  C25 1.494, O33 1.217, N34 1.352
33 O -2.09 3.36 -4.40  C32 1.217
34 N -1.74 4.19 -2.33  C32 1.352, H35 1.009, C36 1.440
35 H -1.57 3.98 -1.36  N34 1.009
36 C -1.23 5.46 -2.77  N34 1.440, C37 1.507, H47 1.095, H48 1.100
37 C 0.06 5.81 -2.07  C36 1.507, N38 1.326, C42 1.392
38 N 0.36 5.09 -1.00  C37 1.326, C39 1.322
39 C 1.47 5.36 -0.34  N38 1.322, C40 1.384, H46 1.082
40 C 2.35 6.37 -0.71  C39 1.384, C41 1.388, H45 1.078
41 C 2.03 7.13 -1.83  C40 1.388, C42 1.383, H44 1.080
42 C 0.86 6.85 -2.52  C37 1.392, C41 1.383, H43 1.079
43 H 0.58 7.41 -3.39  C42 1.079
44 H 2.68 7.93 -2.15  C41 1.080
45 H 3.25 6.56 -0.15  C40 1.078
46 H 1.67 4.74 0.52  C39 1.082
47 H -1.08 5.40 -3.86  C36 1.095
48 H -1.97 6.25 -2.57  C36 1.100
49 H -0.92 2.03 -0.93  C24 1.080
50 H -0.22 -4.56 0.45  C9 1.088
51 H 1.89 -4.62 1.01  C5 1.092
52 H 1.02 -5.96 1.78  C5 1.093
53 H 3.34 -6.42 2.13  C3 1.092
54 H 3.68 -3.55 3.17  C2 1.081
55 H 5.84 -3.70 2.04  C1 1.077
56 H 5.44 -5.40 1.48  C1 1.079

Output
- Strongest force on any atom: 0.48 eV/Å
- SMILES: C=CCCC(=O)N1CCC(Oc2cccc(C(=O)NCc3ccccn3)c2)CC1
- Gap between HOMO and LUMO: 9.3 eV
- LUMO level: 0.66 eV
- Relative energy (zero: lowest compared OMol25 entry of this formula, charge and spin): 51.48 kcal per mole
- E_tot: -34902.66622 eV
- Total charge: 0
- HOMO: -8.647 eV



# 3
The molecule C9H14N2O in a non-equilibrium geometry. Source: the Open Molecules 2025 dataset; level of theory: ωB97M-V/def2-TZVPD.

Each atom is followed by the atoms it is bonded to, with distances in Å.
Atoms and positions in Å:
1 C -0.05 1.77 -0.48  C2 1.521, C4 1.522, H13 1.065, H14 1.060
2 C -1.55 1.84 -0.20  C1 1.521, C7 1.465, H15 1.079, H16 1.108
3 C 0.27 0.29 1.68  C4 1.501, C5 1.587, H17 1.036, H18 1.096
4 C 0.81 0.89 0.42  C1 1.522, C3 1.501, C6 1.628, H19 1.096
5 C -0.25 -1.00 0.92  C3 1.587, C6 1.484, N10 1.459, H20 1.103
6 C 0.81 -0.66 -0.07  C4 1.628, C5 1.484, C8 1.597, C9 1.604
7 C -2.08 0.47 -0.21  C2 1.465, N10 1.400, O12 1.391
8 C 0.31 -1.04 -1.54  C6 1.597, H21 1.122, H22 1.156, H23 1.049
9 C 2.25 -1.34 0.08  C6 1.604, H24 1.057, H25 1.104, H26 1.074
10 N -1.58 -0.67 0.42  C5 1.459, C7 1.400, N11 1.336
11 N -2.72 -1.36 0.36  N10 1.336, O12 1.375
12 O -3.28 -0.24 -0.22  C7 1.391, N11 1.375
13 H -0.11 1.40 -1.47  C1 1.065
14 H 0.38 2.74 -0.41  C1 1.060
15 H -1.73 2.27 0.77  C2 1.079
16 H -2.15 2.32 -1.00  C2 1.108
17 H 1.09 0.10 2.29  C3 1.036
18 H -0.50 1.00 2.01  C3 1.096
19 H 1.81 1.30 0.29  C4 1.096
20 H -0.17 -1.98 1.42  C5 1.103
21 H -0.81 -1.05 -1.64  C8 1.122
22 H 0.64 -2.14 -1.64  C8 1.156
23 H 0.83 -0.54 -2.30  C8 1.049
24 H 2.89 -0.88 -0.63  C9 1.057
25 H 2.20 -2.44 0.13  C9 1.104
26 H 2.69 -1.06 1.02  C9 1.074

Output
- Strongest force on any atom: 5.51 eV/Å
- Gap between HOMO and LUMO: 8.3 eV
- LUMO level: 0.74 eV
- Relative energy (zero: lowest compared OMol25 entry of this formula, charge and spin): 138.82 kcal per mole
- E_tot: -14581.56202 eV
- Total charge: 0
- HOMO: -7.596 eV



# 4
A cluster of 2 separate species, C9H14O in total in a non-equilibrium geometry. Source: the Open Molecules 2025 dataset; level of theory: ωB97M-V/def2-TZVPD.

Each atom is followed by the atoms it is bonded to, with distances in Å.
Atoms and positions in Å:
1 C 0.86 -2.67 0.32  C3 1.496, H11 1.088, H12 1.089, H16 1.097
2 C -0.44 -0.63 -0.31  C3 1.391, C4 1.428, H9 1.096
3 C 0.08 -1.86 -0.68  C1 1.496, C2 1.391, C5 1.400
4 C -0.88 0.30 -1.31  C2 1.428, C6 1.420, H10 1.093
5 C 0.04 -2.25 -2.03  C3 1.400, C7 1.443, H13 1.080
6 C -1.05 -0.17 -2.63  C4 1.420, C7 1.372, O8 1.389
7 C -0.55 -1.39 -3.02  C5 1.443, C6 1.372, H14 1.090
8 O -1.72 0.61 -3.56  C6 1.389, H15 0.965
9 H -0.34 -0.30 0.73  C2 1.096
10 H -1.21 1.33 -1.14  C4 1.093
11 H 0.93 -3.72 0.06  C1 1.088
12 H 0.43 -2.65 1.31  C1 1.089
13 H 0.64 -3.10 -2.33  C5 1.080
14 H -0.74 -1.76 -4.03  C7 1.090
15 H -2.29 1.20 -3.05  O8 0.965
16 H 1.88 -2.28 0.44  C1 1.097
17 C 1.17 2.66 2.30  C18 1.523, H19 1.086, H20 1.085, H21 1.086
18 C -0.10 2.21 3.00  C17 1.523, H22 1.087, H23 1.083, H24 1.096
19 H 1.00 2.78 1.23  C17 1.086
20 H 1.57 3.59 2.69  C17 1.085
21 H 1.94 1.90 2.41  C17 1.086
22 H -0.36 1.20 2.69  C18 1.087
23 H -0.93 2.87 2.83  C18 1.083
24 H 0.06 2.12 4.08  C18 1.096

Output
- Strongest force on any atom: 1.66 eV/Å
- Gap between HOMO and LUMO (alpha / beta): 2.7 / 6.8 eV
- LUMO level (alpha / beta): 3.49 / 3.48 eV
- Relative energy (zero: lowest compared OMol25 entry of this formula, charge and spin): 3.37 kcal per mole
- E_tot: -11606.17197 eV
- Total charge: -1
- Multiplicity: 2
- HOMO (alpha / beta): 0.768 / -3.320 eV



# 5
A cluster of 5 separate species, C4H16BrO4 in total in a non-equilibrium geometry. Source: the Open Molecules 2025 dataset; level of theory: ωB97M-V/def2-TZVPD.

Each atom is followed by the atoms it is bonded to, with distances in Å.
Atoms and positions in Å:
1 Br -1.27 -1.16 0.68  no bonds
2 C -3.00 0.70 -2.65  O3 1.418, H4 1.095, H5 1.096, H6 1.090
3 O -3.56 -0.11 -1.63  C2 1.418, H7 0.972
4 H -2.18 1.32 -2.29  C2 1.095
5 H -2.63 0.07 -3.47  C2 1.096
6 H -3.80 1.36 -2.98  C2 1.090
7 H -2.86 -0.64 -1.23  O3 0.972
8 C 2.52 0.58 1.71  O9 1.425, H10 1.088, H11 1.098, H12 1.094
9 O 1.95 -0.69 2.03  C8 1.425, H13 0.974
10 H 3.60 0.46 1.72  C8 1.088
11 H 2.22 0.87 0.70  C8 1.098
12 H 2.20 1.37 2.40  C8 1.094
13 H 0.99 -0.61 1.87  O9 0.974
14 C 1.95 -3.22 -0.33  O15 1.424, H16 1.097, H17 1.093, H18 1.086
15 O 0.67 -3.82 -0.40  C14 1.424, H19 0.974
16 H 1.84 -2.13 -0.42  C14 1.097
17 H 2.41 -3.33 0.66  C14 1.093
18 H 2.51 -3.62 -1.17  C14 1.086
19 H -0.01 -3.17 -0.13  O15 0.974
20 C -0.40 2.92 0.89  O21 1.403, H22 1.100, H23 1.093, H24 1.094
21 O -1.53 2.22 0.45  C20 1.403, H25 0.979
22 H 0.27 3.12 0.04  C20 1.100
23 H -0.70 3.87 1.32  C20 1.093
24 H 0.21 2.40 1.64  C20 1.094
25 H -1.41 1.26 0.60  O21 0.979

Output
- Strongest force on any atom: 1.39 eV/Å
- Gap between HOMO and LUMO: 8.7 eV
- LUMO level: 3.39 eV
- Relative energy (zero: lowest compared OMol25 entry of this formula, charge and spin): 3.36 kcal per mole
- E_tot: -82641.68704 eV
- Total charge: -1
- HOMO: -5.298 eV



# 6
A cluster of 13 separate species, C13H52N26O13 in total in a non-equilibrium geometry. Source: the Open Molecules 2025 dataset; level of theory: ωB97M-V/def2-TZVPD.

Each atom is followed by the atoms it is bonded to, with distances in Å.
Atoms and positions in Å:
1 C -3.98 9.95 0.09  O2 1.187, N3 1.286, N4 1.249
2 O -4.23 10.85 0.83  C1 1.187
3 N -4.98 9.37 -0.47  C1 1.286, H5 1.010, H6 1.010
4 N -2.84 9.46 -0.04  C1 1.249, H7 1.010, H8 1.010
5 H -5.92 9.74 -0.54  N3 1.010
6 H -4.70 8.69 -1.16  N3 1.010
7 H -2.15 9.87 0.56  N4 1.010
8 H -2.76 8.62 -0.59  N4 1.010
9 C -3.05 -10.00 -1.26  O10 1.190, N11 1.333, N12 1.308
10 O -3.82 -10.69 -0.68  C9 1.190
11 N -3.03 -8.72 -0.91  C9 1.333, H13 1.010, H14 1.010
12 N -2.12 -10.39 -2.10  C9 1.308, H15 1.010, H16 1.010
13 H -2.41 -8.21 -1.53  N11 1.010
14 H -3.79 -8.28 -0.41  N11 1.010
15 H -1.86 -9.79 -2.86  N12 1.010
16 H -2.11 -11.40 -2.16  N12 1.010
17 C -7.94 -4.44 -0.98  O18 1.226, N19 1.298, N20 1.229
18 O -7.48 -5.10 -0.06  C17 1.226
19 N -8.75 -4.86 -1.90  C17 1.298, H21 1.010, H22 1.010
20 N -7.76 -3.22 -1.04  C17 1.229, H23 1.010, H24 1.010
21 H -8.82 -4.29 -2.73  N19 1.010
22 H -8.92 -5.85 -2.00  N19 1.010
23 H -7.96 -2.89 -1.97  N20 1.010
24 H -7.01 -2.84 -0.48  N20 1.010
25 C 5.48 4.08 4.63  O26 1.226, N27 1.290, N28 1.323
26 O 4.80 3.16 5.05  C25 1.226
27 N 5.89 4.02 3.40  C25 1.290, H29 1.010, H30 1.010
28 N 5.75 5.24 5.21  C25 1.323, H31 1.010, H32 1.010
29 H 5.95 3.21 2.81  N27 1.010
30 H 6.24 4.81 2.88  N27 1.010
31 H 5.52 5.30 6.19  N28 1.010
32 H 6.03 6.06 4.69  N28 1.010
33 C 1.56 -7.44 4.28  O34 1.251, N35 1.323, N36 1.271
34 O 1.62 -6.37 3.63  C33 1.251
35 N 0.42 -8.09 4.44  C33 1.323, H37 1.010, H38 1.010
36 N 2.43 -7.95 5.05  C33 1.271, H39 1.010, H40 1.010
37 H -0.49 -7.81 4.10  N35 1.010
38 H 0.46 -8.82 5.13  N35 1.010
39 H 2.35 -8.91 5.36  N36 1.010
40 H 3.35 -7.55 5.17  N36 1.010
41 C 5.50 1.04 -3.06  O42 1.200, N43 1.299, N44 1.316
42 O 5.29 0.29 -2.15  C41 1.200
43 N 4.59 1.70 -3.70  C41 1.299, H45 1.010, H46 1.010
44 N 6.72 1.42 -3.38  C41 1.316, H47 1.010, H48 1.010
45 H 3.60 1.62 -3.51  N43 1.010
46 H 4.87 2.34 -4.43  N43 1.010
47 H 6.77 2.18 -4.05  N44 1.010
48 H 7.63 1.19 -3.03  N44 1.010
49 C -0.80 0.44 0.10  O50 1.208, N51 1.344, N52 1.315
50 O -1.97 0.30 0.37  C49 1.208
51 N 0.00 -0.63 -0.05  C49 1.344, H53 1.010, H54 1.010
52 N -0.23 1.62 0.10  C49 1.315, H55 1.010, H56 1.010
53 H 0.99 -0.45 -0.01  N51 1.010
54 H -0.24 -1.61 0.09  N51 1.010
55 H 0.77 1.71 -0.06  N52 1.010
56 H -0.86 2.39 0.00  N52 1.010
57 C 4.27 9.26 -2.98  O58 1.235, N59 1.297, N60 1.328
58 O 3.13 9.72 -3.05  C57 1.235
59 N 4.46 8.02 -2.64  C57 1.297, H61 1.010, H62 1.010
60 N 5.45 9.85 -3.03  C57 1.328, H63 1.010, H64 1.010
61 H 5.40 7.74 -2.39  N59 1.010
62 H 3.63 7.60 -2.25  N59 1.010
63 H 5.35 10.84 -3.24  N60 1.010
64 H 6.42 9.56 -3.02  N60 1.010
65 C -2.07 5.13 -4.89  O66 1.220, N67 1.300, N68 1.286
66 O -2.16 5.45 -3.71  C65 1.220
67 N -2.44 3.98 -5.37  C65 1.300, H69 1.010, H70 1.010
68 N -1.63 5.91 -5.81  C65 1.286, H71 1.010, H72 1.010
69 H -2.34 3.73 -6.35  N67 1.010
70 H -2.79 3.24 -4.79  N67 1.010
71 H -1.49 6.87 -5.54  N68 1.010
72 H -2.00 5.77 -6.73  N68 1.010
73 C 8.24 -3.19 2.45  O74 1.226, N75 1.259, N76 1.279
74 O 8.95 -3.51 3.40  C73 1.226
75 N 7.30 -2.35 2.53  C73 1.259, H77 1.010, H78 1.010
76 N 8.25 -3.60 1.24  C73 1.279, H79 1.010, H80 1.010
77 H 7.06 -1.87 3.38  N75 1.010
78 H 6.85 -2.06 1.67  N75 1.010
79 H 7.85 -2.97 0.57  N76 1.010
80 H 9.05 -4.13 0.94  N76 1.010
81 C 2.70 -5.87 -4.01  O82 1.160, N83 1.414, N84 1.301
82 O 1.61 -6.27 -3.96  C81 1.160
83 N 3.38 -5.69 -5.23  C81 1.414, H85 1.010, H86 1.010
84 N 3.42 -5.76 -2.93  C81 1.301, H87 1.010, H88 1.010
85 H 2.99 -5.78 -6.16  N83 1.010
86 H 4.36 -5.51 -5.09  N83 1.010
87 H 4.41 -5.58 -3.03  N84 1.010
88 H 2.99 -5.93 -2.03  N84 1.010
89 C -7.73 3.48 2.16  O90 1.234, N91 1.274, N92 1.305
90 O -8.81 4.00 1.85  C89 1.234
91 N -6.60 3.95 1.80  C89 1.274, H93 1.010, H94 1.010
92 N -7.66 2.63 3.14  C89 1.305, H95 1.010, H96 1.010
93 H -6.81 4.72 1.17  N91 1.010
94 H -5.72 3.47 1.79  N91 1.010
95 H -6.74 2.69 3.55  N92 1.010
96 H -8.50 2.29 3.59  N92 1.010
97 C -4.21 -3.49 5.39  O98 1.257, N99 1.323, N100 1.314
98 O -4.12 -4.60 5.97  C97 1.257
99 N -3.33 -3.01 4.52  C97 1.323, H101 1.010, H102 1.010
100 N -5.08 -2.59 5.80  C97 1.314, H103 1.010, H104 1.010
101 H -3.58 -2.18 4.01  N99 1.010
102 H -2.50 -3.55 4.33  N99 1.010
103 H -5.29 -1.70 5.38  N100 1.010
104 H -5.46 -2.75 6.73  N100 1.010

Output
- Strongest force on any atom: 9.42 eV/Å
- Gap between HOMO and LUMO: 8.9 eV
- LUMO level: -0.43 eV
- Relative energy (zero: lowest compared OMol25 entry of this formula, charge and spin): 299.47 kcal per mole
- E_tot: -79688.41463 eV
- Total charge: 0
- HOMO: -9.276 eV